60
Properties=species:S:1:pos:R:3:forces:R:3:mulliken_charge:R:1 method="wB97M-V/def2-TZVPD" de_lowest_kcal_mol=31.26 max_force_ev_per_a=0.82 orbital_gap_ev=8.8821 charge=0
C 1.000 1.912 3.288 0.004 -0.013 0.089 0.976
C 2.276 -0.283 1.734 0.184 0.002 -0.059 -0.494
C 0.689 5.872 1.626 0.021 -0.088 -0.190 -1.074
H -1.712 -4.785 -4.402 0.024 0.008 -0.020 0.313
C 1.063 -1.565 -0.094 0.050 -0.472 0.402 -0.686
C 0.766 5.756 0.102 -0.033 0.159 0.139 -1.082
C 2.035 3.940 2.500 -0.016 0.025 -0.015 -0.614
C 1.114 0.471 3.722 -0.009 -0.040 -0.011 -1.932
H -0.937 -0.562 2.540 -0.017 0.060 -0.041 0.454
H 2.564 -2.346 1.201 -0.013 -0.029 -0.027 0.440
H 0.005 -2.587 1.473 -0.031 -0.053 0.003 0.509
H -0.258 6.339 1.906 0.052 0.038 0.061 0.361
N -0.808 -1.558 -2.371 0.383 -0.177 0.461 0.464
H 0.691 6.737 -0.360 0.002 0.068 -0.119 0.394
H -0.494 1.140 -3.493 -0.120 0.012 -0.153 0.535
H 1.709 5.302 -0.193 0.078 -0.048 -0.072 0.302
H -1.141 1.941 3.301 -0.083 -0.076 0.022 0.367
O -2.016 -0.696 -4.094 0.049 0.247 -0.061 -0.657
H -0.408 -3.812 -3.740 0.007 -0.039 -0.086 0.393
C 2.138 2.660 3.009 -0.070 -0.013 0.057 -0.396
H -3.659 -5.369 -2.497 -0.050 -0.073 -0.012 0.307
N 1.499 0.690 -0.928 0.620 0.478 0.256 -1.046
H -0.909 -4.547 -1.480 0.063 0.011 0.078 0.032
H 3.180 -0.305 2.347 0.031 0.023 0.000 0.401
C -1.562 -4.949 -2.259 -0.130 -0.109 -0.109 -0.312
C 2.361 -1.400 0.696 -0.025 0.246 -0.088 -1.462
H 2.227 0.680 1.206 0.111 -0.186 0.211 0.384
H -3.068 -2.941 -4.328 0.116 0.096 0.093 0.535
C -0.027 -0.456 -2.061 0.090 0.555 -0.164 0.507
H -1.319 4.206 2.384 -0.098 0.068 -0.012 0.361
C 1.032 1.454 -1.893 -0.098 -0.343 0.077 -0.597
H 0.269 0.201 4.363 0.066 0.041 0.033 0.519
C -0.107 -1.668 0.895 0.022 0.216 -0.031 -0.272
H 3.114 2.235 3.194 0.102 -0.068 0.014 0.346
H 2.037 0.320 4.289 -0.064 0.030 0.041 0.494
H 2.933 4.504 2.285 0.101 0.081 -0.023 0.385
H -1.063 -1.698 0.367 -0.031 -0.053 -0.049 0.072
H 1.502 6.509 1.981 -0.064 0.034 0.051 0.354
H -4.324 -3.052 -2.352 -0.014 0.088 0.043 0.368
H -0.043 5.132 -0.271 -0.056 -0.063 -0.072 0.320
C -0.097 -0.476 1.846 -0.131 -0.198 -0.110 -0.650
C -3.022 -4.743 -1.871 0.080 0.070 0.130 -0.680
C -3.270 -3.268 -2.186 -0.159 -0.131 0.025 -0.615
N 1.133 -0.478 2.612 0.005 -0.163 0.095 0.082
H 1.403 2.452 -2.015 0.100 0.213 0.000 0.539
C -1.745 -1.620 -3.364 -0.398 -0.449 -0.239 0.214
H -3.221 -4.984 -0.828 -0.076 -0.070 0.010 0.370
H 3.181 -1.182 0.012 0.033 -0.063 -0.010 0.521
C -0.343 3.775 2.556 0.001 0.040 -0.027 -0.703
H -0.223 0.453 1.263 -0.073 -0.048 0.073 0.319
H 1.135 -2.493 -0.683 0.007 0.154 0.068 0.483
N 0.856 -0.478 -1.027 -0.472 -0.080 -0.645 0.945
C -2.426 -2.978 -3.446 -0.069 0.226 -0.188 0.063
C -1.428 -4.154 -3.561 0.125 -0.093 0.002 -0.927
H -1.308 -5.999 -2.394 0.102 -0.014 0.072 0.413
C 0.794 4.512 2.254 -0.025 0.115 0.117 0.805
H -2.937 -2.649 -1.350 -0.019 0.010 0.026 0.125
H -0.650 -2.393 -1.827 -0.060 0.070 -0.085 -0.397
C 0.062 0.788 -2.651 -0.200 -0.197 -0.076 -0.826
C -0.242 2.494 3.068 0.071 -0.035 0.048 -0.352